(1)
Here is C35H37Br2FeIN5P as an isolated structure from OMol25. Energies are from ωB97M-V/def2-TZVPD.

Each line ends with the Löwdin spin population.
CARTESIAN COORDINATES (ANGSTROEM)
Fe: 0.0335 -0.0941 -0.0404  1.075
C: -4.9333 1.7165 2.2094  0.000
C: -4.7142 3.1823 1.9360  0.000
C: -5.3670 4.1266 2.7294  0.000
C: -5.2657 5.4851 2.4866  0.000
C: -4.4935 5.9381 1.4246  0.000
C: -3.8115 5.0246 0.6426  0.000
C: -3.9097 3.6582 0.8976  0.000
N: -3.1975 2.7746 0.0320  0.000
C: -2.1985 1.9115 0.4119  0.000
N: -1.7778 2.0803 1.6762  0.002
C: -0.9756 1.2372 2.4552  0.006
C: -0.3035 0.1434 1.9177  -0.032
C: 0.3262 -0.6813 2.8637  0.003
C: 0.3649 -0.4115 4.2184  -0.003
C: -0.2236 0.7532 4.6853  0.010
C: -0.8991 1.5905 3.8172  -0.002
C: -1.5387 2.8557 4.3354  -0.001
N: -1.6817 1.0526 -0.4198  -0.013
C: -2.2487 1.1050 -1.7358  0.000
C: -1.5353 1.7751 -2.7250  -0.001
C: -1.9960 1.7954 -4.0340  0.000
C: -3.1807 1.1489 -4.3578  -0.001
C: -3.9051 0.5072 -3.3625  0.000
C: -3.4663 0.4836 -2.0391  -0.001
C: -4.3205 -0.1747 -0.9899  0.000
H: -5.9895 1.5293 2.4032  0.000
H: -4.3767 1.3801 3.0870  0.000
H: -4.6276 1.0963 1.3697  0.000
H: -5.9928 3.7745 3.5415  0.000
H: -5.7957 6.1882 3.1150  0.000
H: -4.4130 6.9961 1.2145  0.000
H: -3.1800 5.3607 -0.1710  0.000
H: -3.2798 2.9386 -0.9586  0.000
H: -2.2031 2.8545 2.1596  0.000
H: 0.8285 -1.5818 2.5339  0.000
H: 0.8703 -1.0851 4.8985  -0.001
H: -0.1630 1.0175 5.7340  0.001
H: -1.2757 3.0099 5.3798  0.000
H: -2.6302 2.8308 4.2807  0.000
H: -1.2024 3.7387 3.7837  0.000
H: -0.6036 2.2560 -2.4528  0.000
H: -1.4263 2.3121 -4.7957  0.000
H: -3.5509 1.1588 -5.3746  0.000
H: -4.8402 0.0183 -3.6113  0.000
H: -4.7970 -1.0740 -1.3821  0.000
H: -5.1200 0.4961 -0.6674  0.000
H: -3.7423 -0.4347 -0.1039  0.000
Br: 1.9467 -2.2635 -6.0507  0.001
C: 1.2568 -1.7771 -4.3892  0.003
C: -0.0622 -1.4228 -4.2455  0.000
C: -0.5006 -1.0064 -2.9981  0.003
N: 0.2866 -0.9408 -1.9163  0.008
C: 1.5457 -1.3953 -2.0593  0.003
C: 2.0766 -1.7828 -3.2663  -0.001
C: 2.3861 -1.4979 -0.8040  -0.001
C: 3.5144 -2.2800 -0.7506  0.000
C: 4.2916 -2.2113 0.4033  0.000
Br: 5.8139 -3.2786 0.5689  0.000
C: 3.9356 -1.3350 1.4050  0.000
C: 2.7489 -0.6274 1.2781  -0.001
N: 1.9488 -0.7548 0.2208  -0.012
H: -0.7511 -1.4449 -5.0774  0.000
H: -1.5295 -0.7118 -2.8705  0.000
H: 3.1149 -2.0633 -3.3507  0.000
H: 3.7934 -2.9320 -1.5634  0.000
H: 4.5552 -1.1970 2.2794  0.000
H: 2.4248 0.0698 2.0355  0.000
C: -2.0779 -2.8851 -0.9080  -0.004
P: -1.0744 -2.1168 0.4043  -0.022
C: -2.2099 -2.2252 1.8101  -0.002
C: 0.1301 -3.4580 0.6818  -0.003
H: -2.2157 -3.9366 -0.6499  -0.001
H: -1.5954 -2.8318 -1.8788  0.000
H: -3.0546 -2.4118 -0.9741  0.000
H: -2.7826 -3.1514 1.7345  0.000
H: -2.8905 -1.3729 1.8043  0.000
H: -1.6599 -2.2051 2.7462  0.000
H: -0.3826 -4.3204 1.1112  -0.001
H: 0.9406 -3.1640 1.3446  0.000
H: 0.5605 -3.7533 -0.2764  0.000
I: 1.3440 2.2231 -0.3282  -0.011

F_max: 1.66 eV/Å
⟨S²⟩: 0.77
HOMO level (alpha / beta): -10.335 / -10.326 eV
Total charge: +1
2S+1: 2
Molar mass: 901.25 g mol⁻¹
Energy relative to the best compared isomer or geometry (same formula, charge and spin): 0.0 kcal per mole



(2)
Here is a 5-piece molecular cluster, C18H39N2O15S4 overall from OMol25. Energies are from ωB97M-V/def2-TZVPD.

Each line ends with the Löwdin charge.
CARTESIAN COORDINATES (ANGSTROEM)
N: 3.2681 -2.0902 1.7254  0.180
C: 3.4349 -1.6395 0.4278  -0.154
C: 2.4391 -1.5762 -0.5506  -0.010
C: 0.9941 -1.9847 -0.3583  -0.455
O: 0.1417 -1.3638 -0.9222  0.163
O: 0.6986 -2.9625 0.5163  0.126
C: 2.7165 -1.0186 -1.7986  0.055
C: 3.9637 -0.5455 -2.0869  0.007
N: 4.8992 -0.5950 -1.1256  0.186
C: 4.6775 -1.1022 0.0877  -0.247
O: 5.7205 -1.0790 0.9271  0.134
H: 2.7706 -2.9635 1.8115  0.102
H: 4.1549 -2.2129 2.1977  0.112
H: 1.3600 -3.6645 0.5304  0.114
H: 1.9407 -0.9438 -2.5458  0.131
H: 4.2309 -0.1253 -3.0419  0.151
H: 5.8263 -0.2231 -1.2991  0.199
H: 5.5809 -0.4376 1.6401  0.157
O: -1.6521 -7.3760 3.4857  -0.262
S: -0.7075 -6.3151 3.6363  0.559
O: 0.5923 -6.5887 4.1683  -0.277
O: -1.3792 -5.1326 4.4428  -0.265
C: -2.0037 -5.4586 5.7141  -0.238
C: -0.9990 -5.6801 6.8234  -0.070
C: -0.5140 -5.4563 2.1124  -0.131
H: -2.6530 -6.3230 5.5750  0.116
H: -2.6353 -4.5994 5.9257  0.122
H: -0.4049 -6.5761 6.6531  0.074
H: -1.5266 -5.7925 7.7701  0.085
H: -0.3159 -4.8343 6.8969  0.084
H: -1.4926 -5.2150 1.7081  0.083
H: 0.0216 -6.1266 1.4423  0.079
H: 0.0567 -4.5548 2.3084  0.048
O: 2.2785 3.2963 2.8701  -0.278
S: 1.5687 2.3286 3.6515  0.559
O: 2.0837 0.9917 3.7188  -0.298
O: 0.0586 2.2927 3.1741  -0.255
C: -0.1639 2.1199 1.7497  -0.230
C: 0.0856 0.6987 1.2979  -0.066
C: 1.2898 2.9333 5.2754  -0.116
H: 0.4572 2.8263 1.1986  0.120
H: -1.2019 2.3846 1.5715  0.099
H: 1.1416 0.4371 1.3981  0.061
H: -0.2078 0.5982 0.2570  0.074
H: -0.4888 -0.0030 1.9030  0.100
H: 0.8803 3.9369 5.2089  0.079
H: 2.2551 2.9449 5.7760  0.079
H: 0.6065 2.2594 5.7844  0.078
O: -2.4918 5.4969 -0.9679  -0.270
S: -3.2429 4.5050 -0.2621  0.561
O: -2.7442 3.1625 -0.1859  -0.291
O: -4.7250 4.4854 -0.8127  -0.259
C: -4.9123 4.3569 -2.2445  -0.239
C: -4.6826 2.9464 -2.7442  -0.071
C: -3.6130 5.0687 1.3602  -0.115
H: -4.2690 5.0778 -2.7500  0.115
H: -5.9430 4.6624 -2.4058  0.124
H: -3.6383 2.6523 -2.6466  0.065
H: -4.9634 2.8861 -3.7959  0.082
H: -5.2827 2.2357 -2.1773  0.086
H: -4.0188 6.0739 1.2972  0.079
H: -2.6762 5.0674 1.9135  0.075
H: -4.3238 4.3837 1.8139  0.078
O: 1.0952 -0.3212 -5.1870  -0.301
S: 1.3225 0.4696 -6.3661  0.555
O: 2.3995 1.4115 -6.3579  -0.278
O: -0.0265 1.1810 -6.7626  -0.258
C: -0.7193 1.9554 -5.7458  -0.236
C: -0.0732 3.2975 -5.4812  -0.066
C: 1.4583 -0.5717 -7.7731  -0.116
H: -0.7975 1.3541 -4.8395  0.112
H: -1.7214 2.0792 -6.1488  0.123
H: 0.9059 3.1875 -5.0181  0.071
H: -0.7077 3.8769 -4.8104  0.082
H: 0.0580 3.8500 -6.4107  0.089
H: 0.6269 -1.2705 -7.7748  0.079
H: 2.4049 -1.0996 -7.6850  0.078
H: 1.4535 0.0502 -8.6637  0.081

F_max: 0.73 eV/Å
HOMO level: -12.545 eV
Total charge: +1
Molar mass: 651.78 g mol⁻¹



(3)
Here is C19H26BrF13GaO8 as an isolated structure from OMol25. Energies are from ωB97M-V/def2-TZVPD.

Each line ends with the Löwdin charge.
CARTESIAN COORDINATES (ANGSTROEM)
C: 1.2085 -2.7002 1.8392  -0.171
C: 2.0881 -1.7473 1.0295  -0.373
C: 2.0921 -0.2390 1.3989  -0.703
Br: 0.8360 0.2259 2.8580  0.633
Ga: 1.8033 0.9213 -0.2523  0.398
C: -0.1394 0.8628 -0.8945  -0.222
C: -0.9556 -0.2535 -0.2370  -0.193
C: -2.3412 -0.4118 -0.8219  -0.422
F: -2.9551 0.7720 -1.1082  0.107
F: -2.2621 -1.0923 -2.0134  0.091
C: -3.3514 -1.2403 0.0316  -0.334
F: -2.7044 -2.2666 0.6122  0.147
F: -4.2853 -1.7688 -0.8030  0.126
C: -4.2362 -0.5436 1.1268  -0.313
F: -5.0446 -1.5274 1.5822  0.146
F: -5.0120 0.3873 0.5346  0.149
C: -3.5836 0.0887 2.4050  -0.337
F: -4.4447 -0.0754 3.4297  0.150
F: -2.4672 -0.5907 2.6922  0.141
C: -3.2098 1.6076 2.3924  -0.335
F: -2.6702 1.8387 3.5999  0.163
F: -2.2873 1.8283 1.4503  0.168
C: -4.3669 2.6522 2.1860  -0.553
F: -5.5481 2.1865 2.6015  0.170
F: -4.4709 2.9981 0.9161  0.189
F: -4.0997 3.7434 2.8929  0.186
C: 2.3590 2.8865 0.0598  -0.173
C: 1.3103 3.6741 0.7262  -0.626
O: 1.1428 3.8212 1.9065  0.055
O: 0.4267 4.3147 -0.1504  0.018
H: 1.4672 -2.6836 2.9012  0.053
H: 1.3418 -3.7243 1.4725  0.065
H: 0.1500 -2.4419 1.7422  0.040
H: 3.1278 -2.0950 1.0890  0.097
H: 1.8105 -1.8476 -0.0294  0.067
H: 3.0631 0.0077 1.8337  0.011
H: 2.7591 0.3186 -1.4009  -0.040
H: -0.1310 0.7172 -1.9808  0.056
H: -0.6327 1.8233 -0.7043  0.032
H: -0.4685 -1.2210 -0.3977  0.120
H: -1.0361 -0.0803 0.8368  0.048
H: 3.2546 2.8932 0.6901  0.060
H: 2.6056 3.3210 -0.9121  0.054
H: 0.0965 3.6610 -0.7837  0.071
C: -4.3260 -2.4167 -4.0637  -0.030
O: -4.8605 -2.3440 -5.3972  0.004
C: -3.9902 -1.9544 -6.3215  -0.624
O: -2.8295 -1.6916 -6.1476  0.129
O: -4.6255 -1.9048 -7.5013  -0.006
C: -3.7952 -1.4902 -8.5875  -0.049
H: -5.1480 -2.7569 -3.4419  0.092
H: -3.5026 -3.1267 -4.0227  0.101
H: -3.9816 -1.4418 -3.7311  0.085
H: -2.9645 -2.1810 -8.7225  0.095
H: -3.4046 -0.4892 -8.4127  0.096
H: -4.4351 -1.4959 -9.4653  0.090
C: 8.6177 -1.5143 2.9080  -0.047
O: 8.3148 -0.4006 3.7516  -0.005
C: 7.3161 0.3658 3.2946  -0.625
O: 6.7092 0.1852 2.2730  0.129
O: 7.1181 1.3570 4.1605  0.000
C: 6.0534 2.2497 3.7952  -0.025
H: 9.4337 -2.0392 3.3966  0.089
H: 7.7531 -2.1684 2.8107  0.097
H: 8.9247 -1.1757 1.9200  0.095
H: 5.1067 1.7163 3.7383  0.099
H: 6.2621 2.7207 2.8370  0.098
H: 6.0150 2.9965 4.5820  0.092

F_max: 0.51 eV/Å
HOMO level: -5.352 eV
Total charge: -1
Molar mass: 779.01 g mol⁻¹